Entry 1:
{"formula": "C36H44F6N4PPb", "method": "ωB97M-V with the def2-TZVPD basis set", "energy_ha": -2750.2277, "mol_weight_g_mol": 884.9, "homo_energy_ha": [-0.494, -0.513], "multiplicity": 2, "lumo_ev": [-7.654, -8.783], "total_charge": 2, "homo_lumo_gap_ev": [5.796, 5.188], "elements": ["Pb", "C", "C", "C", "C", "C", "C", "C", "N", "C", "C", "C", "C", "C", "C", "C", "C", "C", "C", "N", "C", "C", "C", "N", "C", "C", "C", "C", "C", "C", "C", "C", "C", "C", "C", "C", "C", "C", "N", "C", "C", "H", "H", "H", "H", "H", "H", "H", "H", "H", "H", "H", "H", "H", "H", "H", "H", "H", "H", "H", "H", "H", "H", "H", "H", "H", "H", "H", "H", "H", "H", "H", "H", "H", "H", "H", "H", "H", "H", "H", "H", "H", "H", "H", "H", "F", "P", "F", "F", "F", "F", "F"], "coordinates": [[0.056, 0.157, 0.754], [-5.813, -2.093, -0.934], [-5.304, -1.352, 0.354], [-4.215, -0.359, 0.164], [-4.194, 0.974, 0.134], [-5.331, 1.934, 0.341], [-5.918, 2.714, -0.906], [-2.785, 1.324, 0.032], [-1.976, 0.248, -0.112], [-2.823, -0.854, 0.019], [-2.480, -2.156, 0.221], [-1.165, -2.673, 0.165], [-0.850, -4.076, 0.399], [-1.881, -5.183, 0.545], [-2.781, -5.429, -0.731], [0.511, -4.201, 0.483], [1.016, -2.823, 0.312], [2.358, -2.408, 0.334], [2.858, -1.141, 0.188], [2.093, 0.030, 0.002], [2.939, 1.068, -0.043], [2.551, 2.403, -0.185], [1.230, 2.900, -0.239], [0.093, 2.124, -0.104], [-0.995, 3.054, -0.068], [-2.321, 2.713, 0.092], [-0.450, 4.447, -0.247], [0.903, 4.336, -0.411], [1.991, 5.323, -0.592], [2.495, 5.429, -2.023], [-1.334, 5.677, -0.281], [-2.217, 5.786, -1.528], [4.308, 0.587, 0.051], [4.242, -0.791, 0.234], [5.357, -1.727, 0.493], [5.603, -2.739, -0.686], [5.491, 1.469, -0.047], [5.938, 1.988, -1.450], [0.011, -1.980, 0.090], [1.400, -5.327, 0.774], [1.883, -6.148, -0.460], [-6.666, -2.730, -0.606], [-5.038, -2.711, -1.378], [-6.174, -1.401, -1.692], [-5.009, -2.009, 1.177], [-6.127, -0.772, 0.799], [-5.065, 2.696, 1.072], [-6.162, 1.344, 0.799], [-5.222, 3.481, -1.337], [-6.821, 3.230, -0.564], [-6.078, 2.053, -1.767], [-3.356, -2.849, 0.427], [-2.465, -4.872, 1.392], [-1.399, -6.071, 0.966], [-3.121, -4.468, -1.119], [-3.643, -6.041, -0.470], [-2.182, -5.876, -1.527], [3.021, -3.209, 0.569], [3.375, 3.080, -0.233], [-3.078, 3.472, 0.161], [2.791, 5.111, 0.137], [1.657, 6.356, -0.337], [2.768, 4.458, -2.492], [3.362, 6.120, -2.064], [1.736, 5.798, -2.688], [-0.768, 6.556, -0.201], [-1.990, 5.641, 0.604], [-1.546, 5.876, -2.393], [-2.835, 6.672, -1.451], [-2.873, 4.904, -1.667], [5.230, -2.224, 1.448], [6.224, -1.090, 0.619], [4.847, -3.468, -0.795], [6.538, -3.265, -0.457], [5.695, -2.134, -1.601], [6.390, 0.974, 0.301], [5.240, 2.283, 0.592], [6.168, 1.123, -2.038], [6.811, 2.615, -1.339], [5.173, 2.592, -2.023], [0.788, -6.013, 1.379], [2.259, -4.992, 1.324], [1.003, -6.536, -0.972], [2.430, -7.052, -0.099], [2.528, -5.601, -1.193], [0.614, 0.761, 2.902], [0.159, -0.637, 3.800], [1.289, -0.407, 4.845], [-0.301, -2.062, 4.250], [1.212, -1.357, 2.745], [-0.840, 0.220, 4.555], [-1.045, -0.792, 2.506]], "mulliken_spin": [0.008, 0.005, -0.005, 0.028, 0.020, 0.001, 0.003, 0.122, -0.039, 0.130, 0.005, 0.150, 0.024, -0.003, -0.003, 0.039, 0.110, 0.014, 0.153, -0.038, 0.064, 0.004, 0.124, -0.020, 0.085, -0.009, 0.029, -0.003, 0.002, 0.000, -0.002, 0.004, 0.076, -0.022, -0.003, -0.004, -0.007, 0.013, -0.057, 0.001, 0.011, 0.000, 0.000, 0.000, 0.003, -0.001, 0.003, 0.000, 0.000, 0.000, 0.000, -0.011, 0.002, 0.000, 0.005, 0.000, 0.001, -0.023, -0.007, -0.004, 0.001, 0.000, 0.000, 0.000, 0.000, 0.000, 0.002, 0.000, 0.001, -0.001, -0.001, 0.000, 0.002, 0.001, 0.001, 0.001, 0.006, -0.001, 0.000, -0.001, 0.001, 0.005, -0.001, 0.000, -0.001, 0.002, 0.000, 0.000, 0.000, 0.003, 0.000, 0.004]}

---

Entry 2:
{"formula": "C36H44IrN4", "method": "ωB97M-V with the def2-TZVPD basis set", "de_lowest_kj_mol": 21.5, "energy_ha": -1721.3737, "mol_weight_g_mol": 725.0, "homo_energy_ha": [-0.300, -0.378], "multiplicity": 5, "lumo_ev": [-3.571, -5.565], "total_charge": 1, "homo_lumo_gap_ev": [4.584, 4.734], "elements": ["Ir", "C", "C", "C", "C", "C", "C", "C", "N", "C", "C", "C", "C", "C", "C", "C", "C", "C", "C", "N", "C", "C", "C", "N", "C", "C", "C", "C", "C", "C", "C", "C", "C", "C", "C", "C", "C", "C", "N", "C", "C", "H", "H", "H", "H", "H", "H", "H", "H", "H", "H", "H", "H", "H", "H", "H", "H", "H", "H", "H", "H", "H", "H", "H", "H", "H", "H", "H", "H", "H", "H", "H", "H", "H", "H", "H", "H", "H", "H", "H", "H", "H", "H", "H", "H"], "coordinates": [[-0.003, 0.016, -0.033], [-5.918, 2.083, -1.069], [-5.430, 1.571, 0.291], [-4.237, 0.687, 0.167], [-4.233, -0.683, 0.128], [-5.380, -1.624, 0.210], [-5.519, -2.233, 1.610], [-2.851, -1.092, 0.022], [-2.030, 0.020, -0.003], [-2.859, 1.103, 0.058], [-2.435, 2.424, -0.004], [-1.109, 2.845, -0.081], [-0.704, 4.203, -0.161], [-1.587, 5.393, -0.260], [-2.007, 5.916, 1.119], [0.696, 4.201, -0.113], [1.087, 2.848, -0.039], [2.439, 2.418, 0.060], [2.856, 1.122, 0.100], [2.023, 0.015, 0.010], [2.841, -1.073, 0.028], [2.422, -2.390, -0.091], [1.100, -2.811, -0.159], [-0.003, -1.983, -0.098], [-1.089, -2.816, -0.135], [-2.437, -2.386, -0.066], [-0.700, -4.170, -0.213], [0.698, -4.172, -0.254], [1.596, -5.352, -0.358], [2.115, -5.800, 1.015], [-1.601, -5.353, -0.277], [-2.118, -5.578, -1.703], [4.219, -0.679, 0.162], [4.234, 0.689, 0.220], [5.427, 1.567, 0.365], [5.924, 2.101, -0.984], [5.363, -1.627, 0.251], [5.483, -2.248, 1.648], [-0.002, 2.017, -0.031], [1.585, 5.394, -0.146], [2.082, 5.702, -1.563], [-6.797, 2.707, -0.930], [-6.188, 1.251, -1.715], [-5.152, 2.672, -1.568], [-6.233, 1.001, 0.762], [-5.207, 2.420, 0.937], [-5.242, -2.428, -0.516], [-6.305, -1.108, -0.047], [-4.617, -2.771, 1.890], [-6.356, -2.926, 1.619], [-5.699, -1.461, 2.354], [-3.190, 3.195, 0.006], [-2.480, 5.149, -0.838], [-1.056, 6.186, -0.788], [-2.555, 5.157, 1.673], [-2.645, 6.787, 0.998], [-1.138, 6.205, 1.705], [3.180, 3.201, 0.099], [3.181, -3.154, -0.113], [-3.184, -3.163, -0.077], [2.444, -5.112, -1.001], [1.055, -6.179, -0.820], [2.687, -5.007, 1.491], [2.759, -6.667, 0.895], [1.289, -6.067, 1.670], [-2.448, -5.217, 0.398], [-1.059, -6.240, 0.054], [-2.689, -4.718, -2.048], [-2.759, -6.454, -1.730], [-1.287, -5.734, -2.388], [6.228, 0.993, 0.832], [5.197, 2.407, 1.020], [6.199, 1.281, -1.642], [6.800, 2.725, -0.830], [5.159, 2.698, -1.476], [6.291, -1.107, 0.010], [5.235, -2.423, -0.486], [5.652, -1.481, 2.400], [6.320, -2.941, 1.664], [4.576, -2.788, 1.912], [2.442, 5.242, 0.512], [1.031, 6.256, 0.229], [2.657, 4.870, -1.963], [2.715, 6.584, -1.542], [1.248, 5.893, -2.232]], "mulliken_spin": [1.675, 0.002, 0.016, -0.008, 0.078, 0.006, 0.011, 0.058, 0.094, 0.143, 0.073, 0.132, 0.143, 0.002, 0.021, 0.025, 0.229, 0.097, 0.061, 0.085, 0.163, 0.087, 0.110, -0.004, 0.223, 0.085, 0.028, 0.141, -0.004, 0.022, 0.003, 0.006, -0.005, 0.078, 0.003, 0.011, 0.006, 0.000, -0.002, 0.001, 0.005, 0.000, 0.000, -0.001, 0.000, -0.002, 0.002, 0.000, -0.002, 0.001, -0.002, 0.023, 0.007, 0.004, -0.001, 0.001, -0.004, 0.018, 0.020, 0.018, 0.007, 0.003, -0.001, 0.001, -0.003, 0.003, 0.001, 0.000, 0.001, -0.001, 0.000, 0.001, -0.002, 0.001, -0.001, -0.001, -0.001, 0.000, 0.001, 0.000, 0.003, 0.001, 0.001, 0.000, 0.000]}